Entry 1:
2 unconnected molecules or ions with the total composition C3H3NO2 in a non-equilibrium geometry. Source: OMol25; level of theory: ωB97M-V/def2-TZVPD.

Structure (XYZ):
```
9
Properties=species:S:1:pos:R:3:forces:R:3
H 1.104 -1.397 0.474 1.1 0.3 0.4
C -1.045 1.291 2.066 -0.8 -1.2 0.0
C 0.476 1.326 -1.059 -1.5 1.7 0.0
H 0.570 -1.680 -1.239 0.8 0.0 -0.4
N 0.163 0.284 -0.559 1.5 -0.8 0.0
O -1.644 0.324 2.073 0.8 1.2 0.0
C 0.454 -1.133 -0.322 -2.3 1.0 -0.7
H -0.511 -1.473 -0.002 -0.6 -0.5 0.5
O 0.433 2.458 -1.431 0.9 -1.7 0.2
```
Positions in Å, forces in eV/Å.

Properties
Multiplicity: 1
HOMO energy (hartree): -0.387

---

Entry 2:
4 unconnected molecules or ions with the total composition CH8N2O2 in a non-equilibrium geometry. Source: OMol25; level of theory: ωB97M-V/def2-TZVPD.

Structure (XYZ):
```
13
Properties=species:S:1:pos:R:3:forces:R:3
H -1.154 -1.200 0.753 0.1 0.7 0.2
N -1.665 -0.398 1.149 -0.7 -0.1 -1.5
N -0.518 1.135 -0.334 1.0 1.1 2.5
H -0.153 1.536 1.344 -1.1 -0.8 -3.8
H 0.564 -1.087 -1.988 -0.1 -0.3 -0.4
C -1.506 0.828 0.457 0.1 -0.8 2.7
H 0.231 -0.179 -0.759 1.0 -0.4 -0.2
O 0.848 -0.938 -1.086 -1.2 -0.2 -0.1
H -2.620 -0.687 1.365 0.3 0.5 0.0
O 2.976 0.113 -0.326 -0.3 0.6 -1.1
H 3.012 -0.837 -0.195 0.0 -0.1 0.1
H 2.293 0.161 -1.062 1.1 -0.2 1.5
H -2.308 1.553 0.680 -0.2 -0.3 0.0
```
Positions in Å, forces in eV/Å.

Properties
Multiplicity: 1
HOMO energy (hartree): -0.338

---

Entry 3:
2 unconnected molecules or ions with the total composition C4H14NO in a non-equilibrium geometry. Source: OMol25; level of theory: ωB97M-V/def2-TZVPD.

Structure (XYZ):
```
20
Properties=species:S:1:pos:R:3:forces:R:3
H 1.743 2.230 0.200 -0.2 0.3 0.1
C -0.598 1.006 1.160 0.5 0.5 -0.8
H 1.481 -1.963 1.842 -0.1 0.1 -0.1
H 1.238 -3.034 0.798 -0.2 0.3 0.0
O 0.977 -2.127 1.032 0.3 -0.4 0.0
H -0.659 1.771 -0.847 0.2 0.4 -0.5
H -1.792 -1.660 -0.397 -0.1 -0.8 0.4
H -0.254 0.086 1.616 -0.2 -0.3 0.2
H -1.676 1.117 1.198 -0.1 -0.1 0.2
C -0.052 1.087 -0.284 0.0 -1.1 1.6
H 1.891 1.291 -1.259 -0.2 0.0 0.1
H 0.129 -0.334 -1.823 0.4 0.4 0.0
H -2.324 -0.020 -0.695 -0.1 -0.1 -0.1
N -0.243 -0.284 -0.877 -0.4 -0.6 -1.0
C 1.448 1.293 -0.253 0.4 0.4 -1.0
H -0.119 1.816 1.696 -0.2 0.2 0.3
H 1.948 0.504 0.301 -0.1 -0.2 0.2
H 0.333 -0.939 -0.336 0.0 -0.2 0.4
C -1.656 -0.812 -1.020 0.4 1.4 0.5
H -1.815 -1.027 -2.054 -0.2 -0.3 -0.5
```
Positions in Å, forces in eV/Å.

Properties
Multiplicity: 1
Total charge: +1
HOMO energy (hartree): -0.597

---

Entry 4:
C3H3P in the gas phase in a non-equilibrium geometry. Source: OMol25; level of theory: ωB97M-V/def2-TZVPD.

Structure (XYZ):
```
7
Properties=species:S:1:pos:R:3:forces:R:3
C 0.382 0.647 1.934 1.5 -2.8 -4.0
H -0.747 -0.519 -2.535 -0.3 -0.5 -1.8
H 0.398 0.545 2.978 -0.3 0.6 1.0
H -1.215 0.033 -0.860 -1.4 0.4 0.3
C 0.677 0.105 0.840 -1.5 2.1 2.8
P 1.015 -0.473 -0.810 -0.8 -0.1 -1.0
C -0.511 -0.338 -1.546 2.6 0.3 2.8
```
Positions in Å, forces in eV/Å.

Properties
SMILES string: C#CP=C
Multiplicity: 1
HOMO energy (hartree): -0.346

---

Entry 5:
A molecular structure, C45H36N5O6P2TeV in a non-equilibrium geometry. Source: OMol25; level of theory: ωB97M-V/def2-TZVPD.

Structure (XYZ):
```
96
Properties=species:S:1:pos:R:3:forces:R:3
H -2.052 -4.855 -5.092 0.0 0.0 0.0
C -0.236 -3.595 4.076 0.0 -0.1 0.0
C -6.265 -1.442 2.488 0.0 0.0 0.0
P -1.894 -1.411 1.028 0.2 -0.6 -1.0
H -5.248 -5.137 -3.828 0.0 0.0 0.0
C 0.388 2.652 5.240 0.0 0.1 -0.1
H -2.213 1.838 0.776 0.0 0.1 0.0
H 1.267 3.835 6.794 0.0 0.0 0.0
C -3.984 -2.053 -3.285 -0.1 -0.3 0.0
H -7.281 -1.465 2.856 0.0 0.0 0.0
C 2.128 -2.926 -1.875 0.1 0.1 0.0
H -0.244 -1.550 3.432 0.0 0.0 0.0
C -1.206 -3.083 -5.951 0.1 0.1 0.0
C -1.585 -3.900 -4.894 0.1 -0.1 0.0
C -4.572 -2.279 1.001 0.0 -0.1 0.0
H -0.323 -1.208 -6.520 0.0 0.0 0.0
C 1.295 3.092 3.052 0.2 0.1 -0.1
C 2.956 -2.508 1.705 0.3 0.0 0.0
N -1.058 1.705 -0.833 0.2 0.0 0.1
H 3.547 0.989 -1.231 0.1 0.0 0.1
N 0.166 1.513 1.719 0.1 0.0 0.1
C -1.954 -2.084 -0.704 0.1 0.4 0.0
H -4.610 -2.181 -6.597 0.0 0.0 0.0
N -2.321 2.003 -0.220 0.1 -0.1 0.0
H 2.356 -2.041 -2.461 0.0 0.0 0.0
C 2.428 -1.414 0.981 -0.4 -0.2 0.2
C 0.590 -4.230 -0.587 0.0 0.0 0.1
C -4.904 -4.129 -4.032 0.0 0.0 0.0
O 6.960 -3.272 1.464 0.1 0.0 -0.1
O -1.193 0.702 3.436 0.0 0.0 0.0
C 2.826 0.451 -0.602 0.1 0.0 -0.1
O 1.646 0.813 -0.693 0.5 0.2 -0.6
C 0.440 2.410 3.880 -0.1 -0.1 0.2
C 1.260 3.614 5.735 0.1 0.1 0.0
C -4.043 -0.524 2.552 -0.2 0.0 -0.1
C -0.792 -2.260 -3.331 0.4 0.4 -0.3
C 3.100 -3.901 -1.715 0.0 0.0 0.0
C -0.579 -2.556 3.222 0.1 0.0 0.0
O 1.146 -1.208 1.036 0.3 0.0 0.0
H -3.710 -0.642 -4.894 0.0 0.0 0.0
H -0.300 2.114 5.878 0.0 0.0 0.0
N 6.592 -2.293 0.850 -0.5 0.3 0.2
C 2.162 4.059 3.523 -0.1 -0.1 0.1
V 0.053 0.074 0.158 -1.3 0.3 0.6
H -5.646 0.124 3.817 0.0 0.0 0.0
C 2.819 -5.048 -0.983 -0.1 0.0 0.0
H 1.328 -6.101 0.148 0.0 0.0 0.0
H 0.043 -0.480 -4.190 0.0 0.0 0.0
C -5.350 -0.551 3.025 0.0 0.0 0.0
C -0.667 -4.887 3.809 0.0 0.1 0.0
H -6.576 -3.016 1.060 0.0 0.0 0.0
H -1.680 -4.124 -2.757 0.0 0.0 0.0
H 4.075 -3.771 -2.168 0.0 0.0 0.0
Te -3.291 -0.762 -1.789 0.1 0.3 0.2
O 1.536 3.075 0.663 0.0 0.0 -0.2
P -0.393 -1.774 -1.631 -0.2 -0.3 1.0
H -4.253 -2.958 0.222 0.0 0.0 -0.1
H 0.368 -3.393 4.951 0.0 0.0 0.0
C 1.561 -5.209 -0.421 0.1 0.0 0.0
H 2.825 4.590 2.855 0.0 0.0 0.0
C -4.056 -1.624 -4.600 -0.1 0.0 0.0
O 7.312 -1.545 0.221 0.1 -0.1 -0.1
H -1.380 -3.406 -6.969 0.0 0.0 0.0
H -1.219 1.521 -1.822 -0.1 0.0 0.1
C -1.451 -5.136 2.689 0.0 0.0 0.0
H 3.576 -5.810 -0.853 0.0 0.0 0.0
C -1.376 -3.495 -3.586 0.1 -0.1 0.0
C 4.689 -0.896 0.182 -0.3 -0.1 0.1
H 2.803 5.042 5.314 0.0 0.0 0.0
H -2.406 -4.278 0.963 0.0 0.0 0.0
H -1.795 -6.141 2.478 0.0 0.0 0.0
H -0.402 2.482 -0.732 0.1 -0.1 -0.1
C 0.866 -3.077 -1.306 -0.2 -0.1 -0.1
H 2.272 -3.127 2.269 -0.1 0.0 0.0
H -4.392 -3.737 -1.995 0.0 0.0 0.1
H 4.713 -3.619 2.193 0.0 0.0 0.0
C -1.796 -4.096 1.842 0.0 0.0 0.0
C 3.310 -0.613 0.214 0.3 0.1 -0.1
C 2.135 4.305 4.891 -0.1 -0.1 0.1
H -0.404 -5.696 4.477 0.0 0.0 0.0
C 1.065 2.584 1.668 -0.3 0.0 0.0
C -5.869 -2.312 1.479 -0.1 0.0 0.0
C -3.653 -1.379 1.528 0.2 0.3 0.3
H 5.370 -0.292 -0.401 0.0 0.0 0.0
C -1.352 -2.803 2.096 0.0 0.1 -0.1
C -4.430 -3.340 -3.000 -0.1 0.0 -0.1
H -0.387 -4.360 -0.149 -0.1 0.0 0.0
C -4.559 -2.495 -5.560 0.0 0.1 -0.1
H -3.327 0.159 2.982 0.1 0.1 0.1
C 4.297 -2.778 1.658 -0.2 0.0 0.0
H -2.559 2.978 -0.369 0.0 0.0 0.0
C 5.147 -1.964 0.897 0.5 -0.1 -0.1
C -0.408 -1.445 -4.390 -0.1 0.0 -0.1
C -0.313 1.431 3.035 0.2 -0.2 -0.2
C -0.617 -1.852 -5.701 0.0 -0.1 0.0
N -4.974 -3.729 -5.303 0.0 0.0 0.0
```
Positions in Å, forces in eV/Å.

Properties
Multiplicity: 3
HOMO energy (alpha / beta) (hartree): -0.247 / -0.249

---

Entry 6:
C4H6N2O in the gas phase in a non-equilibrium geometry. Source: OMol25; level of theory: ωB97M-V/def2-TZVPD.

Structure (XYZ):
```
13
Properties=species:S:1:pos:R:3:forces:R:3
H 2.214 1.435 -1.584 -0.1 0.0 0.9
C -1.168 -0.858 0.485 0.5 0.8 -0.1
H -0.107 -0.493 2.299 -0.1 0.5 -0.4
O 0.479 0.934 0.928 -0.2 0.0 0.6
C -0.545 0.121 1.479 -0.1 -1.7 0.0
N 1.971 1.550 -0.582 -0.4 -0.6 -0.9
H -1.264 0.780 1.942 -0.3 0.3 0.0
H -1.980 -1.478 0.836 0.1 -0.1 -0.2
N 0.359 -0.104 -1.149 1.0 0.7 -0.6
C -0.656 -0.915 -0.752 -1.0 -0.7 1.2
H -0.940 -1.638 -1.489 -0.4 -0.2 -0.2
H 0.654 -0.122 -2.124 0.0 0.1 0.8
C 0.983 0.790 -0.288 0.9 1.0 -1.0
```
Positions in Å, forces in eV/Å.

Properties
SMILES string: [H]/N=C1\NC=CCO1
Multiplicity: 1
HOMO energy (hartree): -0.310

---

Q: multiplicity of number 4 (C3H3P)?
A: 1

---

Q: Look up the multiplicity of the first one.
A: 1

---

Repeat the third record exactly.
2 unconnected molecules or ions with the total composition C4H14NO in a non-equilibrium geometry. Source: OMol25; level of theory: ωB97M-V/def2-TZVPD.

Structure (XYZ):
```
20
Properties=species:S:1:pos:R:3:forces:R:3
H 1.743 2.230 0.200 -0.2 0.3 0.1
C -0.598 1.006 1.160 0.5 0.5 -0.8
H 1.481 -1.963 1.842 -0.1 0.1 -0.1
H 1.238 -3.034 0.798 -0.2 0.3 0.0
O 0.977 -2.127 1.032 0.3 -0.4 0.0
H -0.659 1.771 -0.847 0.2 0.4 -0.5
H -1.792 -1.660 -0.397 -0.1 -0.8 0.4
H -0.254 0.086 1.616 -0.2 -0.3 0.2
H -1.676 1.117 1.198 -0.1 -0.1 0.2
C -0.052 1.087 -0.284 0.0 -1.1 1.6
H 1.891 1.291 -1.259 -0.2 0.0 0.1
H 0.129 -0.334 -1.823 0.4 0.4 0.0
H -2.324 -0.020 -0.695 -0.1 -0.1 -0.1
N -0.243 -0.284 -0.877 -0.4 -0.6 -1.0
C 1.448 1.293 -0.253 0.4 0.4 -1.0
H -0.119 1.816 1.696 -0.2 0.2 0.3
H 1.948 0.504 0.301 -0.1 -0.2 0.2
H 0.333 -0.939 -0.336 0.0 -0.2 0.4
C -1.656 -0.812 -1.020 0.4 1.4 0.5
H -1.815 -1.027 -2.054 -0.2 -0.3 -0.5
```
Positions in Å, forces in eV/Å.

Properties
Multiplicity: 1
Total charge: +1
HOMO energy (hartree): -0.597